# 1
A molecular structure, C3H2AgMgO3 in a non-equilibrium geometry. Source: the Open Molecules 2025 dataset; level of theory: wB97M-V/def2-TZVPD.

Geometry (Å):
O: 2.685 1.016 0.935
C: 2.645 0.735 -0.203
O: -0.941 1.112 -1.008
C: -1.682 0.711 -0.109
C: -1.419 -0.652 0.573
O: -0.452 -1.341 0.243
Mg: 0.564 -0.133 -0.913
H: -2.560 1.235 0.270
H: -2.188 -0.945 1.288
Ag: 3.348 -1.738 -1.075

Output
multiplicity	2
energy relative to the best compared isomer or geometry (same formula, charge and spin)	0.00	kJ/mol
E_tot	-688.16396	Ha
gap between HOMO and LUMO (alpha / beta)	0.145 / 0.124	hartree
strongest force on any atom	0.143	Eh/bohr

***

# 2
A molecular structure, C3H7BrNO in a non-equilibrium geometry. Source: the Open Molecules 2025 dataset; level of theory: wB97M-V/def2-TZVPD.

Geometry (Å):
C: 1.095 0.232 0.442
C: 0.504 0.719 -0.937
C: -1.383 -0.249 -0.295
N: -0.103 -0.422 1.070
O: -0.939 0.861 -0.832
Br: -1.174 -2.021 -1.168
H: 1.753 -0.608 0.305
H: 1.564 1.114 0.941
H: 0.888 1.711 -1.359
H: 0.559 -0.172 -1.611
H: -2.327 -0.180 0.297
H: -0.026 -1.317 1.465
H: -0.412 0.331 1.682

Output
energy relative to the best compared isomer or geometry (same formula, charge and spin)	144.02	kJ/mol
E_tot	-2822.19857	Ha
gap between HOMO and LUMO	0.415	hartree
net charge	+1
strongest force on any atom	0.093	Eh/bohr

***

# 3
C28H22FN3O4 in the gas phase. Source: the Open Molecules 2025 dataset; level of theory: wB97M-V/def2-TZVPD.

Geometry (Å):
O: 2.824 3.574 2.063
C: 2.042 3.451 1.142
N: 1.086 4.373 0.868
C: 1.005 5.637 1.573
C: 1.102 6.788 0.627
C: 0.139 7.580 0.070
C: 0.815 8.478 -0.792
C: 2.134 8.160 -0.698
O: 2.316 7.140 0.154
C: 2.030 2.253 0.251
C: 1.668 2.313 -1.091
C: 1.694 1.171 -1.870
C: 2.087 -0.045 -1.326
C: 2.063 -1.298 -2.159
N: 0.835 -2.051 -1.890
C: -0.296 -1.696 -2.607
O: -0.253 -0.829 -3.454
C: -1.503 -2.440 -2.250
C: -2.696 -2.155 -2.915
C: -3.854 -2.822 -2.587
C: -3.824 -3.777 -1.577
C: -2.654 -4.071 -0.908
C: -1.468 -3.411 -1.241
N: -0.269 -3.688 -0.616
C: -0.198 -4.680 0.445
C: -0.899 -4.229 1.701
C: -0.796 -2.911 2.130
C: -1.426 -2.496 3.290
C: -2.166 -3.390 4.045
C: -2.253 -4.699 3.611
F: -2.969 -5.585 4.332
C: -1.636 -5.133 2.453
C: 0.901 -3.023 -0.913
O: 1.941 -3.286 -0.346
C: 2.463 -0.103 0.012
C: 2.441 1.037 0.790
H: 0.443 4.222 0.108
H: 0.063 5.701 2.126
H: 1.846 5.643 2.273
H: -0.915 7.536 0.256
H: 0.377 9.248 -1.392
H: 3.006 8.570 -1.167
H: 1.392 3.254 -1.546
H: 1.402 1.218 -2.908
H: 2.904 -1.947 -1.911
H: 2.063 -1.055 -3.223
H: -2.672 -1.400 -3.686
H: -4.776 -2.605 -3.102
H: -4.729 -4.300 -1.306
H: -2.671 -4.806 -0.122
H: -0.603 -5.630 0.087
H: 0.869 -4.815 0.658
H: -0.213 -2.206 1.557
H: -1.337 -1.470 3.611
H: -2.664 -3.089 4.953
H: -1.730 -6.167 2.155
H: 2.777 -1.047 0.434
H: 2.743 1.008 1.826

Output
energy relative to the best compared isomer or geometry (same formula, charge and spin)	0.00	kJ/mol
SMILES	O=C(NCc1ccco1)c1ccc(Cn2c(=O)c3ccccc3n(Cc3cccc(F)c3)c2=O)cc1
E_tot	-1645.37543	Ha
gap between HOMO and LUMO	0.328	hartree
strongest force on any atom	0.019	Eh/bohr

***

# 4
A molecular structure, C23H37O2Ru in a non-equilibrium geometry. Source: the Open Molecules 2025 dataset; level of theory: wB97M-V/def2-TZVPD.

Geometry (Å):
O: -0.472 -0.403 -0.290
C: -0.152 0.759 -1.111
C: -0.851 0.158 -2.327
H: 0.937 0.843 -1.147
H: -0.623 1.655 -0.687
C: -1.232 -1.021 -1.365
H: -0.136 -0.140 -3.102
H: -1.709 0.745 -2.687
C: -0.614 -2.373 -1.640
H: 0.472 -2.245 -1.705
H: -1.015 -2.788 -2.575
H: -0.838 -3.060 -0.810
C: -2.717 -1.152 -1.097
H: -3.186 -0.182 -0.917
H: -2.919 -1.797 -0.228
H: -3.209 -1.620 -1.963
Ru: -1.467 -0.736 2.494
C: -2.901 0.023 3.723
C: -1.832 0.994 3.763
C: -1.725 1.586 2.454
H: -1.258 1.264 4.640
C: -2.715 0.997 1.609
C: -3.433 0.002 2.373
H: -4.251 -0.611 2.024
H: -3.295 -0.520 4.568
H: -1.006 2.340 2.159
H: -2.916 1.271 0.584
C: -0.799 -1.975 4.035
C: -1.896 -2.563 3.282
C: -1.403 -2.873 1.955
H: -2.870 -2.816 3.668
C: -0.012 -2.487 1.902
C: 0.361 -1.955 3.177
H: 1.336 -1.580 3.451
H: -0.816 -1.706 5.078
H: -1.978 -3.329 1.164
H: 0.643 -2.585 1.049
O: 0.983 0.613 -4.618
C: 0.208 0.055 -5.706
C: 0.822 0.447 -7.052
H: -0.817 0.457 -5.647
H: 0.174 -1.043 -5.613
C: 1.844 1.549 -6.695
H: 0.082 0.811 -7.760
H: 1.338 -0.393 -7.523
C: 2.082 1.336 -5.193
H: 1.415 2.534 -6.913
H: 2.744 1.455 -7.305
H: 2.221 2.300 -4.692
H: 3.011 0.751 -5.103
C: 2.872 2.820 3.770
C: 2.961 1.494 3.003
C: 3.528 0.376 3.886
C: 1.625 1.138 2.543
H: 2.216 2.703 4.641
H: 2.454 3.602 3.129
H: 3.857 3.154 4.111
H: 3.586 1.602 2.103
H: 2.847 0.161 4.718
H: 3.662 -0.539 3.302
H: 4.505 0.658 4.289
H: 1.455 0.740 1.551
H: 0.823 1.100 3.276

Output
multiplicity	5
energy relative to the best compared isomer or geometry (same formula, charge and spin)	0.00	kJ/mol
E_tot	-1143.45589	Ha
gap between HOMO and LUMO (alpha / beta)	0.222 / 0.237	hartree
net charge	+1
strongest force on any atom	0.105	Eh/bohr

***

# 5
A molecular structure, C13H14N4S2 in a non-equilibrium geometry. Source: the Open Molecules 2025 dataset; level of theory: wB97M-V/def2-TZVPD.

Geometry (Å):
C: 0.430 -2.500 0.437
C: 0.300 -1.899 -0.729
C: -0.605 -0.742 -1.055
N: -1.356 -0.214 0.065
C: -1.265 1.064 0.483
S: -2.415 1.781 1.433
N: -0.215 1.848 0.054
C: 1.144 1.527 0.050
C: 1.647 0.480 0.786
C: 3.016 0.203 0.689
N: 3.690 -0.775 1.296
S: 5.238 -0.671 0.869
N: 5.139 0.608 -0.101
C: 3.873 1.019 -0.133
C: 3.336 2.112 -0.837
C: 1.997 2.349 -0.737
H: 1.552 3.177 -1.268
H: 3.983 2.734 -1.434
H: 1.021 -0.109 1.432
H: -0.417 2.836 0.155
C: -2.519 -0.992 0.463
C: -3.741 -0.642 -0.339
C: -4.922 -0.388 0.189
H: -5.778 -0.149 -0.418
H: -5.077 -0.402 1.254
H: -3.598 -0.608 -1.412
H: -2.714 -0.813 1.522
H: -2.271 -2.047 0.314
H: -1.319 -1.082 -1.819
H: -0.013 0.056 -1.509
H: 0.865 -2.242 -1.586
H: 1.105 -3.327 0.569
H: -0.112 -2.190 1.315

Output
E_tot	-1519.13250	Ha
gap between HOMO and LUMO	0.271	hartree
strongest force on any atom	0.023	Eh/bohr

***

# 6
3 unconnected molecules or ions with the total composition C4H12O4 in a non-equilibrium geometry. Source: the Open Molecules 2025 dataset; level of theory: wB97M-V/def2-TZVPD.

Geometry (Å):
C: 1.620 -0.537 1.674
C: 0.444 -0.051 0.892
O: 0.374 -0.853 -0.279
C: -1.002 -0.208 1.511
C: -1.962 0.630 0.722
O: -2.790 1.276 1.326
H: 1.546 -1.633 1.829
H: 1.654 -0.014 2.646
H: 2.602 -0.404 1.194
H: 0.561 1.036 0.636
H: -0.297 -0.586 -0.921
H: -1.104 -1.330 1.476
H: -0.879 0.130 2.567
H: -1.829 0.665 -0.359
O: 2.074 -0.692 -2.074
H: 1.699 -1.215 -1.311
H: 3.036 -0.671 -2.032
O: 0.000 0.723 -2.587
H: 0.522 -0.031 -2.929
H: 0.618 1.448 -2.438

Output
energy relative to the best compared isomer or geometry (same formula, charge and spin)	140.15	kJ/mol
SMILES	C[C@@H](O)CC=O.O.O
E_tot	-460.52926	Ha
gap between HOMO and LUMO	0.384	hartree
strongest force on any atom	0.064	Eh/bohr